Entry 1:
DFT (ωB97M-V with the def2-TZVPD basis set) results for a cluster of 4 separate species, C23H44O12S in total.

Each line ends with the Löwdin charge.
Atoms and positions in Å:
C 3.42852 0.52350 0.87960  -0.099
C 2.98465 -0.16218 -0.57342  -0.266
C 3.19234 -1.78340 -0.73133  -0.099
C 2.43304 0.75187 -1.62698  -0.102
C 0.96250 0.58697 -2.34620  -0.201
C 0.21394 2.04417 -2.40705  -0.186
C -0.28602 2.63269 -0.96129  -0.337
C 0.86799 3.62386 -0.26714  -0.101
C -0.85911 1.51256 0.08857  -0.166
C -2.20542 2.01937 0.91218  -0.167
C -3.60835 1.35046 0.36318  -0.266
C -3.67935 -0.17019 0.97149  -0.181
C -4.55137 -1.23605 0.07996  -0.210
S -4.27666 -1.07210 -1.77135  0.818
O -3.43268 -2.29292 -2.24443  -0.368
O -5.66415 -1.03779 -2.46334  -0.366
O -3.32317 0.31806 -2.03089  -0.287
C -3.83227 1.46436 -1.25677  -0.176
H 3.01658 1.63555 0.96230  0.062
H 3.06430 -0.13279 1.78942  0.086
H 4.61147 0.61095 0.83568  0.080
H 2.39861 -2.30754 -1.42646  0.084
H 3.20395 -2.27999 0.34866  0.077
H 4.28053 -1.96089 -1.17020  0.086
H 3.11340 1.68716 -1.91609  0.119
H 1.18708 0.26627 -3.47308  0.109
H 0.31576 -0.28468 -1.89513  0.110
H 1.01993 2.81830 -2.82518  0.118
H -0.65412 2.04030 -3.20607  0.116
H -1.19729 3.36613 -1.19913  0.120
H 1.93984 3.13505 -0.26331  0.055
H 0.88433 4.61096 -0.93724  0.090
H 0.51395 3.91279 0.81382  0.080
H -1.05109 0.45131 -0.36509  0.103
H -0.01254 1.36490 0.91689  0.122
H -2.25002 3.18617 1.01275  0.120
H -2.06418 1.60032 2.02133  0.119
H -4.49854 1.96530 0.86618  0.150
H -2.62200 -0.66671 1.15300  0.131
H -4.19858 -0.09075 2.03324  0.127
H -5.69643 -1.24328 0.39286  0.131
H -4.14952 -2.32028 0.37508  0.128
H -4.97032 1.71213 -1.51976  0.147
H -3.22539 2.41770 -1.64018  0.142
C 5.79843 0.21373 -3.90662  -0.051
O 6.26945 0.44431 -2.58031  -0.023
C 7.60900 0.64087 -2.48973  -0.560
O 8.39935 0.63412 -3.42049  0.109
O 7.91683 0.84630 -1.18427  -0.015
C 9.30366 1.06897 -0.93643  -0.053
H 4.71553 0.06964 -3.86052  0.085
H 6.00375 1.07904 -4.54512  0.100
H 6.24874 -0.69263 -4.32413  0.100
H 9.64915 1.96859 -1.45610  0.099
H 9.89419 0.19684 -1.23515  0.099
H 9.43472 1.22124 0.13847  0.094
C -2.01145 4.08282 6.82359  -0.051
O -3.29618 3.53193 7.10661  -0.008
C -3.79268 2.73912 6.12366  -0.559
O -3.24153 2.47822 5.06575  0.098
O -5.00851 2.28686 6.52167  -0.008
C -5.65466 1.43373 5.57884  -0.054
H -1.71244 4.69871 7.67613  0.095
H -1.26985 3.28753 6.69645  0.099
H -2.05236 4.72138 5.93525  0.099
H -5.05877 0.53241 5.40198  0.096
H -5.84129 1.96632 4.64070  0.096
H -6.61748 1.13200 6.00040  0.095
C 0.57309 -7.29360 -1.00833  -0.056
O -0.71044 -7.41361 -1.61847  -0.013
C -1.41495 -6.25503 -1.66960  -0.559
O -1.04306 -5.17047 -1.24957  0.107
O -2.60480 -6.51219 -2.26904  -0.010
C -3.45746 -5.37551 -2.39240  -0.057
H 1.04712 -8.27883 -1.02151  0.093
H 1.20518 -6.59983 -1.57205  0.097
H 0.47667 -6.97199 0.03371  0.097
H -2.98657 -4.60504 -3.01158  0.085
H -3.71509 -4.97717 -1.40573  0.090
H -4.37940 -5.69646 -2.88513  0.097

## Properties
- Orbital gap: 7.625 eV
- Charge: 0

=====

Entry 2:
DFT (ωB97M-V with the def2-TZVPD basis set) results for the ion C23H45BrN6O4P with charge +1.

Each line ends with the Löwdin charge.
Atoms and positions in Å:
C 3.86710 -0.21606 4.10183  -0.186
C 3.54898 1.14665 4.91068  -0.404
P 1.87402 1.95077 4.39119  0.934
C 0.73833 1.60173 5.85608  -0.307
N 1.41488 1.06965 2.91449  -0.170
C 1.72556 1.73003 1.61331  -0.154
N 2.88809 2.24841 1.19715  0.045
N 4.03406 2.24892 2.00439  0.059
N 0.47464 1.63617 0.85168  0.039
C 0.48970 1.97128 -0.60240  -0.131
C -0.97054 2.44888 -1.17288  -0.136
C -1.18984 1.60468 -2.55571  -0.199
C -0.46868 2.28927 -3.83035  -0.200
C 0.59879 1.32904 -4.58064  -0.198
C 0.55528 1.52831 -6.20279  -0.154
C 0.87734 0.14532 -6.99571  -0.215
O 2.28153 0.08575 -7.43180  -0.251
C 2.52367 -1.15821 -8.14526  -0.133
C 0.01282 0.23895 1.22265  -0.360
O 1.24499 -0.53035 1.02630  -0.009
C 1.21291 -1.32041 -0.14533  -0.173
N 0.99869 -1.85087 -1.21877  0.198
O -1.19130 -0.16642 0.58857  -0.041
C -1.80837 -1.31900 1.23490  -0.137
C -2.85060 -2.03786 0.24072  -0.257
C -2.16823 -2.41693 -1.17974  -0.090
C -3.64060 -3.28916 0.88509  -0.348
C -3.30678 -4.71999 0.22654  -0.108
C -3.46391 -3.44656 2.48370  -0.103
C 0.00510 0.49334 2.84365  -0.359
N 0.14011 -0.71850 3.67984  0.120
C -1.21290 1.51499 3.09457  -0.074
C -2.34012 0.99572 4.10598  -0.694
O -2.16493 0.41070 5.19580  -0.023
Br -4.25926 1.35862 3.60903  0.659
H 4.95774 -0.57942 4.26285  0.086
H 3.74627 -0.11988 2.96100  0.043
H 3.19414 -1.03710 4.55756  0.074
H 4.42578 1.87471 4.81550  0.064
H 3.47454 0.87154 6.03700  0.086
H 1.25948 1.93763 6.83778  0.072
H -0.27059 2.16140 5.82472  0.045
H 0.49815 0.48011 6.01729  0.057
H 3.00983 2.66523 0.24983  0.178
H 4.88539 2.06077 1.45430  0.127
H 4.09393 3.22594 2.37036  0.124
H 1.16044 2.91498 -0.71510  0.129
H 0.95252 1.17836 -1.28576  0.128
H -1.80680 2.09310 -0.46727  0.104
H -1.00446 3.57808 -1.34347  0.116
H -2.33160 1.54500 -2.75420  0.120
H -0.78882 0.52331 -2.42434  0.087
H -1.31246 2.48104 -4.60424  0.108
H 0.00435 3.29930 -3.56662  0.111
H 0.48537 0.22567 -4.30028  0.100
H 1.64447 1.66407 -4.23170  0.107
H 1.32931 2.32327 -6.54077  0.125
H -0.46430 1.91580 -6.56834  0.106
H 0.68149 -0.78191 -6.34524  0.119
H 0.25112 0.15759 -7.97069  0.130
H 2.14824 -1.10018 -9.23879  0.099
H 1.98269 -2.04832 -7.66628  0.090
H 3.65594 -1.35541 -8.19120  0.100
H -0.99756 -2.08854 1.49125  0.143
H -2.29564 -0.99641 2.21858  0.103
H -3.65243 -1.23752 -0.01217  0.149
H -1.76327 -1.48420 -1.71405  0.059
H -3.00324 -2.83318 -1.87151  0.100
H -1.38110 -3.24325 -1.10497  0.069
H -4.77212 -3.10192 0.70870  0.144
H -3.97531 -4.94195 -0.69059  0.091
H -3.59965 -5.52683 1.00980  0.086
H -2.18922 -4.89717 0.01346  0.082
H -2.37419 -3.71410 2.78172  0.094
H -4.23390 -4.17759 2.90674  0.090
H -3.72932 -2.40954 2.93708  0.076
H 0.97355 -1.27545 3.45199  0.100
H -0.72036 -1.27873 3.73028  0.089
H -1.76753 1.83036 2.12830  0.116
H -0.80475 2.50854 3.53771  0.135

## Properties
- Orbital gap: 8.136 eV
- ΔE to the lowest compared entry with this formula, charge and spin: 713.55 kJ/mol
- Charge: +1

=====

Entry 3:
DFT (ωB97M-V with the def2-TZVPD basis set) results for a cluster of 11 separate species, C23H45Cl2F18N4O13S in total.

Each line ends with the Löwdin charge.
Atoms and positions in Å:
N 6.40392 1.29638 2.17469  0.361
H 6.59478 1.08398 3.14349  0.148
H 5.42621 1.11807 1.99467  0.155
H 6.99927 0.74401 1.57424  0.168
H 6.55314 2.28585 2.03762  0.164
N 3.40685 -0.21139 6.16624  0.360
H 2.57057 -0.71499 5.90718  0.151
H 3.36579 0.76016 5.89327  0.161
H 4.20937 -0.74134 5.85764  0.163
H 3.37045 -0.21851 7.17555  0.160
N 1.25675 -4.65593 6.48063  0.356
H 0.81811 -3.82100 6.84201  0.153
H 1.24597 -4.42763 5.49683  0.159
H 0.90646 -5.55844 6.76852  0.173
H 2.22674 -4.79910 6.72292  0.156
N -1.07208 2.22301 5.94266  0.362
H -1.18976 1.75621 5.05477  0.155
H -1.93579 2.70469 6.14784  0.169
H -0.24193 2.78527 5.82094  0.155
H -0.83236 1.45438 6.55245  0.149
C 0.06987 -1.58033 -0.20596  -0.562
F -1.04167 -2.30461 -0.12983  0.143
F 0.95477 -2.44640 -0.80320  0.084
F -0.03155 -0.52166 -1.04677  0.126
S 0.72141 -1.12762 1.61501  0.457
O -0.35895 -0.32885 2.20960  -0.404
O 0.95900 -2.32064 2.40524  -0.401
O 1.99792 -0.38208 1.58568  -0.426
C -4.96662 -2.62040 -4.42253  -0.063
C -4.96934 -3.82777 -3.43667  -0.176
O -5.82954 -3.43752 -2.34129  -0.005
C -6.02220 -4.23698 -1.25629  -0.321
O -5.44597 -5.31502 -1.17355  0.136
C -7.09222 -3.74613 -0.24344  -0.561
F -6.56741 -3.48812 0.98341  0.137
F -7.72023 -2.68532 -0.60562  0.218
F -7.97619 -4.75928 -0.10790  0.160
H -4.50372 -1.74544 -3.96617  0.070
H -5.94956 -2.30024 -4.76809  0.076
H -4.47634 -2.88157 -5.36035  0.077
H -3.93504 -4.03630 -3.16310  0.123
H -5.42008 -4.68800 -3.93158  0.128
C 5.45049 -11.14762 2.70036  -0.062
C 4.23200 -10.30848 3.06831  -0.254
O 3.70276 -9.69294 1.94433  0.037
C 2.67713 -8.79186 2.03158  -0.309
O 2.18929 -8.29181 3.03313  0.116
C 2.06220 -8.48232 0.61026  -0.523
F 0.75200 -8.28221 0.71997  0.176
F 2.75227 -7.42721 0.13944  0.158
F 2.17282 -9.48595 -0.28423  0.162
H 5.92711 -11.60456 3.56761  0.084
H 6.25672 -10.51434 2.33016  0.077
H 5.26074 -11.91539 1.95027  0.087
H 4.57862 -9.62979 3.84764  0.120
H 3.58008 -11.00981 3.58911  0.132
C -1.40213 2.92503 -6.16221  -0.052
C -2.24614 2.83576 -7.51006  -0.188
O -2.12164 3.99642 -8.35431  -0.028
C -0.94987 4.23997 -9.13662  -0.261
O -0.01308 3.47235 -9.31090  0.138
C -0.77683 5.73733 -9.66554  -0.442
F -0.86128 5.70109 -11.05634  0.122
F -1.65116 6.53718 -9.03523  0.159
F 0.48337 6.18673 -9.35490  0.129
H -0.36152 3.21062 -6.31602  0.068
H -1.40526 1.93107 -5.71486  0.065
H -1.84043 3.60821 -5.43469  0.064
H -3.30756 2.68223 -7.31533  0.117
H -1.95948 1.91664 -8.02108  0.112
C -5.30951 2.01708 1.78040  -0.051
C -4.98603 3.50774 1.79389  -0.166
O -5.91678 4.23478 2.63232  0.048
C -5.69895 4.41967 3.90224  -0.405
O -4.74122 3.93262 4.47062  0.093
C -6.68884 5.32595 4.62076  -0.493
F -7.46845 6.01198 3.72779  0.153
F -7.48208 4.48304 5.30272  0.171
F -6.08784 6.19744 5.45862  0.168
H -4.56205 1.41738 1.26103  0.080
H -6.31539 1.78836 1.42827  0.092
H -5.15643 1.58953 2.77130  0.068
H -5.13317 3.91725 0.79451  0.130
H -3.98365 3.78268 2.12211  0.117
C 3.67269 9.19117 1.76138  -0.057
C 4.20661 7.94832 1.05617  -0.208
O 3.01640 7.30625 0.67875  0.035
C 2.95778 6.00821 0.45360  -0.333
O 3.99152 5.31105 0.41501  0.088
C 1.60521 5.44886 -0.01438  -0.540
F 0.77402 6.38478 -0.38041  0.219
F 1.77711 4.50052 -0.95712  0.168
F 1.02286 4.78127 1.02047  0.120
H 4.41480 9.95058 2.00772  0.085
H 3.18623 8.92471 2.69971  0.077
H 2.97680 9.73724 1.12448  0.089
H 4.88316 7.32923 1.64534  0.122
H 4.82639 8.32413 0.24208  0.137
Cl 4.93055 1.37546 -5.58765  0.499
C 4.04483 -0.05942 -6.25678  -0.655
C 3.49966 -1.06634 -5.24176  -0.680
Cl 2.69322 -2.40621 -6.06575  0.577
H 4.81408 -0.53624 -6.86424  0.059
H 3.33098 0.26312 -7.01472  0.070
H 2.88659 -0.53122 -4.51657  0.067
H 4.35898 -1.49073 -4.72257  0.062

## Properties
- Orbital gap: 3.793 eV
- ΔE to the lowest compared entry with this formula, charge and spin: 110.93 kJ/mol
- Charge: +3